Formula: C30H31CoFN2O6PS
Source: the OMol25 dataset
Level of theory: the ωB97M-V functional and the def2-TZVPD basis

Values from the calculation:
⟨S²⟩: 1.09
HOMO-LUMO gap (spin up / spin down) in eV: 7.32 / 7.99
Strongest force on any atom in eV Å⁻¹: 0.41
Energy above the lowest of the compared OMol25 structures with the same formula, charge and spin in kcal/mol: 21.0

Structure (ORCA input):
```
! wB97M-V def2-TZVPD RIJCOSX def2/J DEFGRID3
* xyz 1 2
Co -0.08713 -0.48659 -1.10724
O -2.69525 -1.09483 2.39002
C -1.95532 -1.01766 1.28823
O -0.80462 -1.35216 1.21583
C -2.73674 -0.44318 0.12646
C -4.07028 -0.07962 0.21910
C -4.68976 0.40273 -0.92692
C -3.98066 0.46354 -2.11883
C -2.65091 0.06866 -2.13016
N -2.04786 -0.33022 -1.01138
C -1.83845 -0.06133 -3.40950
O -2.07707 0.84331 -4.35356
O -1.15471 -1.02849 -3.60900
H -2.11913 -1.35415 3.12747
H -4.59725 -0.16686 1.15636
H -5.72783 0.70377 -0.89510
H -4.46675 0.76679 -3.03631
H -2.51284 1.62365 -3.98812
O 1.92763 -1.43210 -2.71428
N 1.81286 -0.64277 -1.56705
C 2.92866 -0.13672 -1.23465
C 3.24942 0.75178 -0.10838
C 4.62759 0.91578 0.07568
C 5.13279 1.73244 1.07196
C 4.25537 2.41252 1.89995
C 2.88920 2.26696 1.71890
C 2.35855 1.45088 0.72369
P 0.54235 1.33542 0.56400
C 0.04491 1.26233 2.32617
C -1.04238 1.98044 2.81515
C -1.51079 1.76466 4.10609
C -0.90066 0.82468 4.92128
C 0.19139 0.10662 4.44242
C 0.65628 0.32238 3.15655
C 0.01058 2.98605 0.02458
C 0.84751 4.08588 -0.11069
C 0.34305 5.30233 -0.55152
C -1.00153 5.43278 -0.85619
C -1.84491 4.33472 -0.73828
C -1.33693 3.11913 -0.31724
H 1.10390 -1.24790 -3.20452
H 3.76975 -0.39947 -1.87114
H 5.31191 0.38786 -0.57573
H 6.20176 1.83787 1.19412
H 4.62855 3.05918 2.68252
H 2.21098 2.79974 2.37435
H -1.52143 2.73085 2.19953
H -2.34868 2.34249 4.47277
H -1.25985 0.66128 5.92877
H 0.68749 -0.61655 5.07717
H 1.49982 -0.25399 2.79522
H 1.90294 4.00431 0.11044
H 1.00787 6.14910 -0.65713
H -1.39238 6.38285 -1.19492
H -2.89453 4.42512 -0.98714
H -1.99379 2.25759 -0.26211
C -0.71340 -4.61457 1.11229
C -0.21469 -4.99096 -0.27270
S 0.67433 -3.63598 -1.04753
O -0.38848 -2.57529 -1.29082
C 0.98979 -4.40842 -2.65724
C 2.45515 -4.78088 -2.80578
H -0.99329 -5.51234 1.66165
H -1.58757 -3.97215 1.03884
H 0.05133 -4.08831 1.68362
H -1.03088 -5.26024 -0.94543
H 0.49780 -5.81966 -0.23986
H 0.67528 -3.64989 -3.37220
H 0.32966 -5.26902 -2.76897
H 3.08594 -3.89594 -2.74573
H 2.61852 -5.25656 -3.77181
H 2.77092 -5.48390 -2.03405
F -0.10310 1.06023 -2.21195
*
```

Mulliken atomic charges, in units of e: Co -0.02; O -0.54; C -0.18; O -0.07; C 0.64; C -0.74; C -0.86; C -0.62; C 0.29; N 1.16; C 0.35; O -0.48; O -0.53; H 0.45; H 0.62; H 0.48; H 0.58; H 0.38; O -0.54; N 0.95; C -0.74; C 0.61; C -1.08; C -0.81; C -0.78; C -0.46; C 0.08; P 2.15; C 0.28; C -0.42; C -0.62; C -0.70; C -0.78; C -0.40; C 0.73; C -0.96; C -0.75; C -0.68; C -0.86; C -0.09; H 0.40; H 0.43; H 0.41; H 0.43; H 0.46; H 0.59; H 0.43; H 0.47; H 0.40; H 0.44; H 0.37; H 0.38; H 0.44; H 0.40; H 0.46; H 0.30; C -1.00; C -0.65; S 0.37; O -0.68; C -0.44; C -1.09; H 0.45; H 0.11; H 0.29; H 0.37; H 0.49; H 0.23; H 0.49; H 0.26; H 0.39; H 0.31; F -0.79